[1]
{"formula": "C51H42BiN5O6S4Sb", "method": "wB97M-V/def2-TZVPD", "charge": -2, "multiplicity": 2, "fmax_ev_per_a": 1.76, "e_above_lowest_ev": 1.9171, "homo_ev": [-1.029, -1.818], "homo_lumo_gap_ha": [0.1671, 0.1892], "symbols": ["Bi", "Sb", "S", "S", "S", "S", "O", "O", "O", "O", "O", "O", "N", "N", "N", "N", "N", "C", "C", "C", "C", "C", "C", "C", "C", "C", "C", "C", "C", "C", "C", "C", "C", "C", "C", "C", "C", "C", "C", "C", "C", "C", "C", "C", "C", "C", "C", "C", "C", "C", "C", "C", "C", "C", "C", "C", "C", "C", "C", "C", "C", "C", "C", "C", "C", "C", "C", "C", "H", "H", "H", "H", "H", "H", "H", "H", "H", "H", "H", "H", "H", "H", "H", "H", "H", "H", "H", "H", "H", "H", "H", "H", "H", "H", "H", "H", "H", "H", "H", "H", "H", "H", "H", "H", "H", "H", "H", "H", "H", "H"], "coordinates": [[-0.1573, 0.0620, 0.4999], [0.8508, 2.6501, 2.2627], [1.7587, 4.8510, 3.1555], [-0.9787, 2.2687, 3.5594], [0.5109, 5.0156, 1.4884], [-3.6307, 1.9529, -0.6771], [8.8185, 2.3021, 0.4692], [-5.0606, 1.9420, -0.2316], [-6.8415, -5.8691, -1.6943], [-0.4957, -2.0083, 8.9914], [2.5360, -3.0246, -1.6000], [-1.2740, 4.6525, -7.3269], [1.3097, 1.0213, -0.9467], [-1.0204, -1.8365, 1.3749], [1.6467, -0.4283, 1.7632], [0.9302, -1.6406, -0.5035], [-1.2699, -0.4259, -1.4211], [-0.4718, 2.1725, -4.0457], [7.0782, 0.8175, -0.3740], [3.1800, 1.9460, -1.8234], [-0.0703, -0.9143, 9.7736], [-3.6422, -4.0677, -2.0330], [-1.0443, 2.5169, -6.3829], [-6.8092, -6.6766, -2.8485], [3.7424, -0.5017, 2.5934], [-3.6648, -3.2892, -0.8860], [-0.7815, 1.6747, -5.3157], [-0.9797, 3.8943, -6.2209], [-3.0409, -1.0664, -2.6865], [4.8184, 1.1373, 0.4398], [0.4375, -1.8514, 3.3951], [1.5925, -1.1576, 2.9012], [-2.2977, -1.3437, -1.4725], [-4.7633, -3.4162, -0.0293], [-4.6807, -4.9465, -2.3406], [2.9246, -1.1889, 3.4489], [-2.7701, 3.1416, 0.3596], [-0.9339, -2.7860, 6.8127], [0.2466, -1.9495, 4.8430], [-0.2655, 1.3075, -2.8509], [2.9321, -0.0125, 1.5160], [7.5172, 1.8671, 0.4215], [1.7311, -2.3198, -1.0458], [-2.5493, -2.3548, -0.5520], [-0.7175, -2.7820, 5.4486], [-5.7659, -5.0452, -1.4835], [-1.9144, -3.8919, 1.3784], [6.6155, 2.5456, 1.2335], [-1.0828, -3.7709, 2.4845], [5.7299, 0.4620, -0.3573], [-5.8049, -4.2736, -0.3256], [-0.3722, 3.5579, -3.9209], [-0.5369, -2.4618, 2.4655], [0.7147, -1.0778, 7.0858], [-1.8623, -2.6678, 0.6769], [-3.6080, 2.9913, -2.1507], [-0.2112, -1.9442, 7.6474], [-2.4229, -0.0406, -3.3230], [2.1636, 2.1215, -2.7185], [9.7348, 1.6680, -0.3914], [2.6475, 1.2222, -0.7033], [0.9808, 1.5010, -2.1642], [0.9230, -1.0779, 5.7137], [5.2803, 2.1817, 1.2422], [-0.6185, 4.4187, -4.9872], [-1.2613, 0.3443, -2.5262], [-1.3428, 6.0483, -7.1390], [3.3684, 0.7669, 0.4224], [-2.7314, 0.4161, -4.2504], [-0.3649, 6.4742, -6.8965], [-2.7895, -3.9922, -2.6977], [1.2583, -0.3682, 7.6954], [-0.3718, 0.0372, 9.3275], [5.3808, -0.3564, -0.9769], [-2.4575, -4.7719, 1.0675], [-6.6630, -4.3623, 0.3295], [3.2168, -1.7245, 4.3394], [-0.1089, 3.9800, -2.9572], [2.2245, 2.6043, -3.6817], [-0.5327, 5.4852, -4.8299], [6.9752, 3.3640, 1.8454], [-1.6900, -3.4264, 7.2520], [9.4432, 1.7735, -1.4405], [9.8408, 0.6041, -0.1589], [1.5890, -0.3320, 5.3044], [-3.2918, 4.0990, 0.3211], [4.5757, 2.7213, 1.8668], [-1.7439, 3.2540, -0.0031], [-0.8026, 0.6029, -5.4695], [-1.6908, 6.4658, -8.0810], [4.2016, 2.2773, -1.9274], [4.8101, -0.3660, 2.6763], [10.6923, 2.1606, -0.2360], [-7.7299, -7.2552, -2.8418], [-2.0472, 6.3131, -6.3458], [-3.9209, -1.5940, -3.0196], [-0.5496, -1.0235, 10.7445], [1.0155, -0.9104, 9.9130], [-5.9556, -7.3607, -2.8393], [-4.1412, 2.4533, -2.9332], [-1.3418, -3.4093, 4.8333], [-0.8294, -4.5548, 3.1808], [-1.2992, 2.1209, -7.3588], [-2.5747, 3.1701, -2.4525], [7.7586, 0.2697, -1.0109], [-6.7711, -6.0747, -3.7613], [-4.6186, -5.5429, -3.2397], [-4.7966, -2.8132, 0.8699], [-4.1213, 3.9218, -1.9053], [-2.7515, 2.7567, 1.3792]], "atomic_forces_ev_per_a": [[-0.39, -0.23, -0.07], [0.01, 1.57, 0.78], [0.16, -0.46, 0.05], [0.14, -0.30, -0.08], [-0.14, -0.12, -0.34], [-0.26, 0.30, 0.11], [0.07, 0.01, -0.02], [0.10, -0.03, -0.04], [-0.03, -0.08, -0.04], [-0.05, 0.06, 0.06], [-0.19, 0.17, 0.11], [-0.03, 0.07, -0.02], [0.11, 0.02, -0.18], [-0.31, 0.12, -0.16], [0.12, 0.03, 0.02], [0.42, -0.72, -0.36], [-0.01, 0.00, -0.19], [-0.03, -0.04, 0.13], [-0.04, -0.03, -0.03], [-0.10, 0.04, -0.07], [0.01, -0.04, 0.01], [0.02, -0.02, 0.01], [-0.01, -0.11, -0.02], [-0.03, 0.02, 0.03], [-0.03, 0.04, -0.07], [0.04, 0.01, 0.06], [0.03, 0.02, -0.07], [0.05, 0.04, 0.09], [0.09, 0.09, -0.08], [-0.06, 0.01, -0.01], [-0.02, -0.02, -0.13], [0.06, -0.01, 0.06], [-0.06, -0.16, 0.21], [-0.03, 0.00, -0.05], [0.03, 0.02, -0.02], [-0.01, 0.00, 0.02], [0.01, -0.06, -0.02], [-0.01, -0.07, -0.02], [-0.04, 0.05, -0.04], [0.03, 0.04, 0.01], [-0.09, -0.04, 0.08], [-0.05, -0.08, -0.05], [0.09, -0.02, -0.01], [0.03, 0.15, -0.18], [0.04, -0.01, 0.01], [0.07, 0.05, -0.02], [0.01, 0.07, -0.13], [-0.06, 0.04, 0.06], [0.11, 0.05, 0.03], [0.04, 0.03, 0.04], [0.01, 0.03, 0.06], [-0.07, 0.04, -0.08], [0.00, -0.12, 0.07], [0.05, -0.01, -0.01], [0.04, -0.07, 0.21], [0.07, -0.14, 0.00], [0.04, 0.04, -0.06], [-0.08, 0.00, -0.01], [0.06, 0.04, 0.04], [0.02, 0.02, 0.04], [0.06, -0.07, 0.28], [-0.07, -0.15, 0.03], [0.00, 0.01, 0.02], [0.03, 0.02, -0.02], [0.03, -0.02, 0.04], [0.17, 0.06, 0.12], [0.01, -0.04, -0.03], [-0.04, 0.00, -0.21], [0.01, -0.03, 0.03], [0.02, -0.01, 0.01], [-0.02, -0.02, 0.02], [-0.01, 0.00, -0.03], [-0.01, 0.00, -0.01], [0.00, 0.02, 0.01], [-0.01, 0.02, 0.04], [0.02, 0.01, -0.01], [-0.01, 0.01, -0.04], [-0.01, -0.02, 0.00], [0.00, -0.04, 0.01], [-0.01, -0.01, 0.00], [-0.01, -0.02, -0.02], [0.01, 0.01, -0.03], [-0.02, 0.00, -0.01], [-0.02, -0.01, 0.00], [-0.05, 0.00, 0.01], [-0.02, -0.03, 0.01], [0.01, 0.00, -0.03], [-0.03, -0.01, 0.05], [-0.02, 0.01, 0.01], [0.01, 0.01, -0.01], [-0.02, -0.03, 0.00], [-0.02, -0.02, 0.01], [0.00, 0.01, 0.00], [-0.01, -0.01, 0.00], [-0.02, -0.01, 0.01], [-0.01, 0.04, 0.04], [0.01, -0.02, 0.01], [0.01, 0.00, -0.02], [0.02, 0.00, 0.01], [0.04, 0.02, -0.01], [0.00, -0.02, -0.01], [-0.02, 0.03, 0.01], [0.02, 0.00, 0.02], [-0.08, -0.01, -0.04], [0.00, 0.00, 0.01], [0.01, 0.01, 0.00], [0.01, 0.01, 0.00], [0.01, -0.03, -0.01], [0.00, -0.01, -0.01], [0.08, 0.01, 0.00]]}

***

[2]
{"formula": "C51H43AsBr2N2O2PReS", "method": "wB97M-V/def2-TZVPD", "charge": 1, "multiplicity": 2, "fmax_ev_per_a": 0.73, "e_above_lowest_ev": 1.6896, "homo_ev": [-10.478, -10.428], "homo_lumo_gap_ha": [0.2446, 0.2344], "symbols": ["Re", "Br", "Br", "As", "S", "P", "O", "O", "N", "N", "C", "C", "C", "C", "C", "C", "C", "C", "C", "C", "C", "C", "C", "C", "C", "C", "C", "C", "C", "C", "C", "C", "C", "C", "C", "C", "C", "C", "C", "C", "C", "C", "C", "C", "C", "C", "C", "C", "C", "C", "C", "C", "C", "C", "C", "C", "C", "C", "C", "C", "C", "H", "H", "H", "H", "H", "H", "H", "H", "H", "H", "H", "H", "H", "H", "H", "H", "H", "H", "H", "H", "H", "H", "H", "H", "H", "H", "H", "H", "H", "H", "H", "H", "H", "H", "H", "H", "H", "H", "H", "H", "H", "H", "H"], "coordinates": [[0.5341, -0.6379, -0.4513], [-0.8907, -2.0307, 1.0279], [4.3662, 2.8283, -2.3792], [-1.1335, -1.2980, -2.2856], [1.5507, -2.5898, -1.3004], [0.1707, 1.4112, 1.1495], [3.7856, -2.0159, 1.7167], [1.9921, -1.0732, 0.8591], [6.1056, -0.8024, -1.5417], [0.6721, -1.1966, 3.2109], [1.8358, 2.1334, 1.3304], [4.7055, 1.1174, -1.6529], [-0.4338, 2.2916, 5.1052], [-3.2269, -3.2711, -1.7695], [-1.7500, -0.1440, -3.7175], [-0.5820, 1.5345, 2.8114], [-1.8722, 3.3100, 0.4710], [-0.1549, -3.2063, 4.9131], [0.7508, -2.2490, 5.3619], [4.0214, 1.6052, 2.2526], [3.7207, 3.5331, 0.8613], [-1.4539, 2.7878, -2.2385], [-2.3643, 1.0908, 4.3609], [-0.1641, -2.1149, 2.8455], [-3.4875, 1.0473, -4.8755], [-0.6815, 2.1326, -1.2881], [4.5494, 2.7145, 1.6065], [-0.3515, -2.7271, -3.2921], [3.8611, 0.5908, -0.6975], [-4.4228, -3.6959, -1.2043], [-4.7762, -1.5044, -0.2771], [1.3216, -2.2819, 6.7456], [0.8421, -3.2307, -2.7812], [-3.5794, -1.0807, -0.8305], [0.1022, 2.1940, 3.8333], [-0.8948, 2.4125, 0.0719], [3.2979, -1.3142, 0.8615], [5.3006, -1.3064, -0.6164], [-2.4440, 3.6746, -1.8334], [-0.8878, -3.2277, -4.4733], [4.1495, -0.6585, -0.1769], [-0.2384, -4.2592, -5.1314], [-2.5670, 1.4741, -5.8212], [-0.8326, 0.2589, -4.6859], [-1.2408, 1.0733, -5.7303], [1.5455, 4.3003, -0.0478], [-5.1950, -2.8165, -0.4622], [-1.8475, 0.9923, 3.0706], [1.4932, -4.2673, -3.4495], [0.9481, -4.7729, -4.6148], [1.1247, -1.2575, 4.4620], [-1.6693, 1.7248, 5.3757], [5.8129, 0.3844, -2.0582], [0.4459, 1.1953, -1.6245], [-2.8011, -1.9643, -1.5741], [2.6803, 1.3170, 2.0967], [-0.6408, -3.1575, 3.6164], [-2.6953, 0.3095, 2.0338], [-2.6604, 3.9329, -0.4868], [2.3514, 3.2876, 0.7211], [-3.0822, 0.2370, -3.8231], [3.0415, 1.1756, -0.3076], [-2.1661, 0.1291, 1.1037], [1.3777, 1.7142, -1.3646], [0.5982, 4.5249, 0.4353], [-1.2718, 2.6282, -3.2945], [5.6033, 2.9466, 1.6876], [-3.8094, -0.0822, -3.0884], [-3.3393, 0.6638, 4.5639], [-0.4840, -3.9941, 5.5788], [0.6985, -2.8711, 7.4160], [-0.6487, -4.6581, -6.0486], [-3.2573, -0.0536, -0.6907], [-0.5241, 1.3906, -6.4760], [0.4839, 1.0451, -2.7019], [-3.5677, 0.9223, 1.7952], [-2.6247, -3.9637, -2.3448], [-4.7498, -4.7171, -1.3477], [-5.3818, -0.8141, 0.2955], [-1.8037, -2.8118, -4.8767], [4.1352, 4.4123, 0.3838], [2.4233, -4.6612, -3.0615], [0.2018, -0.0643, -4.6377], [-2.8842, 2.1073, -6.6390], [-2.0174, 3.5244, 1.5230], [1.0618, 2.6489, 3.6400], [2.1131, 5.2267, -0.1174], [1.4108, -1.2767, 7.1562], [-3.4310, 4.6291, -0.1844], [-2.0984, 1.7891, 6.3667], [4.6471, 0.9567, 2.8511], [-1.3431, -3.8846, 3.2355], [1.4580, -5.5721, -5.1362], [-6.1282, -3.1518, -0.0295], [2.3185, -2.7259, 6.7395], [6.4867, 0.7781, -2.8105], [-3.0469, 4.1756, -2.5798], [1.8112, -0.4708, 4.7575], [0.1141, 2.8149, 5.8774], [2.2712, 0.4314, 2.5688], [-3.0563, -0.6512, 2.4069], [5.5608, -2.2738, -0.2048], [-4.5246, 1.3452, -4.9540], [1.3261, 3.9739, -1.0661]], "atomic_forces_ev_per_a": [[0.43, -0.51, -0.31], [0.00, -0.53, 0.39], [0.01, -0.05, -0.18], [-0.19, 0.15, 0.06], [0.21, 0.50, -0.25], [-0.20, 0.08, -0.40], [0.05, 0.05, -0.09], [0.12, 0.14, -0.21], [0.11, -0.06, -0.07], [-0.31, 0.05, 0.13], [-0.06, 0.04, 0.13], [0.08, -0.15, 0.00], [0.01, 0.01, 0.03], [0.08, -0.03, 0.07], [0.02, -0.04, 0.00], [-0.11, -0.11, -0.11], [0.07, -0.04, 0.10], [0.02, 0.02, 0.02], [-0.03, -0.04, -0.06], [-0.05, 0.08, 0.05], [-0.04, 0.09, 0.18], [0.10, 0.01, 0.03], [0.03, 0.03, -0.02], [0.05, -0.04, -0.03], [0.04, 0.03, -0.02], [-0.01, 0.08, 0.36], [-0.02, 0.02, 0.01], [0.16, -0.07, 0.15], [0.00, 0.02, -0.09], [0.01, -0.04, -0.03], [-0.02, -0.03, -0.01], [0.03, 0.00, 0.10], [-0.21, 0.09, -0.09], [-0.02, 0.01, -0.01], [0.03, 0.06, -0.04], [0.07, -0.15, -0.23], [-0.01, -0.22, 0.22], [-0.16, -0.03, 0.02], [-0.04, 0.05, 0.05], [-0.02, 0.00, 0.03], [0.09, -0.11, -0.15], [0.03, 0.00, 0.00], [-0.05, -0.01, -0.01], [0.01, 0.00, 0.03], [0.04, -0.01, -0.02], [-0.01, 0.04, 0.00], [-0.04, 0.02, 0.03], [0.01, -0.08, 0.09], [0.00, 0.06, 0.08], [-0.06, -0.03, -0.11], [-0.03, -0.03, -0.01], [-0.02, -0.01, -0.02], [-0.03, 0.18, -0.05], [0.01, 0.07, 0.01], [-0.02, -0.04, -0.13], [-0.05, 0.10, 0.37], [0.07, 0.08, -0.03], [-0.16, 0.27, 0.01], [-0.01, 0.05, -0.07], [0.01, 0.07, 0.12], [0.05, 0.08, 0.04], [0.02, -0.15, -0.22], [-0.10, 0.23, 0.13], [0.12, -0.07, 0.00], [-0.02, 0.01, 0.02], [-0.03, -0.07, 0.01], [0.01, 0.00, 0.00], [0.01, -0.01, -0.06], [-0.01, -0.01, 0.00], [0.00, -0.01, 0.01], [0.00, 0.00, 0.00], [0.00, -0.01, -0.01], [0.00, 0.00, -0.03], [0.00, -0.01, -0.01], [-0.01, -0.16, 0.04], [-0.03, 0.05, 0.03], [0.00, 0.01, -0.01], [-0.01, 0.00, -0.01], [-0.01, 0.00, 0.00], [0.00, 0.00, 0.01], [-0.01, -0.02, 0.01], [0.00, 0.00, 0.02], [-0.01, -0.03, 0.01], [0.00, 0.01, 0.00], [-0.02, -0.02, 0.03], [0.06, -0.02, -0.04], [0.00, 0.00, -0.04], [0.01, 0.01, 0.01], [-0.01, -0.01, 0.00], [0.01, 0.00, 0.01], [0.02, -0.02, -0.01], [0.00, -0.01, -0.01], [0.00, -0.01, 0.00], [0.00, 0.00, 0.01], [0.00, 0.00, -0.01], [0.00, -0.01, 0.01], [-0.01, 0.00, 0.00], [0.02, -0.01, 0.02], [0.00, -0.01, 0.01], [-0.01, 0.10, -0.01], [-0.03, 0.05, -0.04], [0.01, 0.00, 0.01], [-0.01, -0.01, 0.00], [0.00, -0.02, -0.02]]}

***

Question: Among the records above, which one has the highest charge?
Answer: C51H43AsBr2N2O2PReS